ORCA calculation (wB97M-V/def2-TZVPD) on a 6-piece molecular cluster, C36H78N6O6 overall in a non-equilibrium geometry.

As for the multiplicity: 1. The largest force on an atom comes out at 0.0705 hartree/bohr. The SMILES is CC1(C)CCCC(C)(C)N1O.CC1(C)CCCC(C)(C)N1O.CC1(C)CCCC(C)(C)N1O.CN(C)C=O.CN(C)C=O.CN(C)C=O. As for the HOMO-LUMO gap: 8.750 eV.

Positions of all 126 atoms, in Å:
C 4.91 4.94 -1.89
C 3.45 4.70 -1.54
C 3.35 4.20 -0.10
C 2.73 6.07 -1.62
C 1.21 6.04 -1.57
C 0.78 5.04 -2.69
C 1.38 3.60 -2.59
C 0.70 2.93 -1.41
C 0.95 2.94 -3.88
N 2.84 3.76 -2.47
O 3.49 2.51 -2.48
H 5.52 4.08 -1.63
H 5.08 5.30 -2.91
H 5.34 5.79 -1.34
H 3.56 4.96 0.66
H 2.32 3.99 0.19
H 3.94 3.30 0.08
H 3.03 6.55 -0.67
H 3.31 6.76 -2.24
H 0.80 5.69 -0.63
H 0.68 6.95 -1.86
H 0.98 5.43 -3.69
H -0.31 4.97 -2.67
H 0.20 3.61 -0.72
H 1.39 2.36 -0.77
H -0.12 2.29 -1.73
H 1.43 1.98 -4.08
H 1.00 3.55 -4.78
H -0.10 2.64 -3.83
H 3.85 2.38 -3.36
C 1.29 -1.09 5.04
C 2.44 -0.12 5.30
C 3.06 -0.38 6.68
C 3.59 -0.36 4.29
C 3.42 0.25 2.91
C 3.04 1.73 3.04
C 1.77 1.94 3.89
C 1.71 3.45 4.20
C 0.39 1.57 3.32
N 2.08 1.29 5.19
O 1.21 1.69 6.22
H 1.33 -2.04 5.58
H 0.35 -0.68 5.43
H 1.11 -1.25 3.97
H 3.54 -1.33 6.87
H 3.58 0.56 6.92
H 2.26 -0.36 7.43
H 4.56 -0.22 4.77
H 3.64 -1.44 4.07
H 4.38 0.16 2.40
H 2.61 -0.19 2.32
H 2.84 2.24 2.09
H 3.85 2.28 3.51
H 1.76 4.13 3.34
H 2.54 3.73 4.84
H 0.73 3.71 4.60
H -0.42 2.05 3.89
H 0.22 0.50 3.35
H 0.27 2.11 2.37
H 1.69 2.36 6.72
C -3.65 -1.65 2.76
C -4.48 -1.70 1.48
C -5.51 -2.85 1.61
C -5.22 -0.35 1.40
C -5.98 -0.13 0.06
C -4.92 -0.09 -1.06
C -4.05 -1.34 -1.03
C -4.76 -2.53 -1.70
C -2.81 -0.98 -1.84
N -3.59 -1.71 0.31
O -2.83 -2.90 0.32
H -2.67 -1.21 2.55
H -4.12 -0.96 3.46
H -3.41 -2.63 3.17
H -5.82 -2.84 2.66
H -6.32 -2.82 0.88
H -4.94 -3.75 1.38
H -5.99 -0.27 2.16
H -4.58 0.53 1.46
H -6.73 -0.91 -0.09
H -6.61 0.76 0.09
H -4.42 0.87 -0.87
H -5.43 -0.01 -2.01
H -4.35 -3.52 -1.49
H -4.86 -2.40 -2.78
H -5.76 -2.70 -1.28
H -3.02 -0.60 -2.85
H -2.16 -1.84 -2.02
H -2.13 -0.23 -1.44
H -1.93 -2.61 0.47
C -0.63 -1.40 -6.49
N -1.59 -2.48 -6.21
C -2.16 -3.09 -7.41
C -1.81 -2.97 -4.98
O -2.56 -3.90 -4.74
H -1.17 -0.46 -6.39
H -0.05 -1.45 -7.41
H 0.08 -1.43 -5.66
H -1.61 -3.90 -7.87
H -3.07 -3.58 -7.01
H -2.72 -2.35 -7.99
H -1.27 -2.43 -4.18
C 2.62 -1.40 -0.62
N 1.32 -1.17 -1.22
C 0.21 -1.76 -0.47
C 1.07 -0.69 -2.44
O -0.03 -0.59 -2.96
H 3.44 -1.00 -1.22
H 2.71 -2.49 -0.53
H 2.74 -1.08 0.41
H 0.61 -2.32 0.38
H -0.55 -1.02 -0.25
H -0.23 -2.61 -1.01
H 1.99 -0.28 -2.89
C -0.71 -5.94 1.39
N 0.42 -5.38 0.68
C 0.28 -5.43 -0.76
C 1.55 -4.98 1.30
O 2.55 -4.61 0.71
H -0.56 -6.30 2.41
H -1.01 -6.83 0.82
H -1.54 -5.26 1.58
H -0.69 -5.06 -1.08
H 1.15 -5.02 -1.27
H 0.28 -6.48 -1.08
H 1.45 -5.09 2.39

Atom charges from the Mulliken analysis, given in e for atoms 1 to 2: -2.18 2.06